# C34H32Br2F3N7OPt

A structure of composition C34H32Br2F3N7OPt (wB97M-V/def2-TZVPD, the Open Molecules 2025 dataset).

Atoms and positions in Å:
Pt -0.187 -0.141 -0.081
N 1.852 -1.294 0.583
C 2.137 -1.639 1.937
C 3.458 -1.603 2.364
C 3.811 -2.061 3.623
C 2.824 -2.553 4.467
C 1.504 -2.558 4.062
C 1.123 -2.105 2.791
C -0.300 -2.085 2.441
C -1.121 -3.097 2.962
C -2.494 -2.991 2.923
C -3.088 -1.866 2.353
C -2.296 -0.903 1.749
C -0.905 -1.033 1.712
H 2.699 -0.927 0.150
H 1.564 -2.132 0.076
H 4.229 -1.258 1.689
H 4.844 -2.053 3.934
H 3.086 -2.922 5.446
H 0.740 -2.898 4.745
H -0.665 -3.972 3.399
H -3.107 -3.768 3.353
H -4.162 -1.759 2.347
H -2.781 -0.077 1.244
C 2.758 0.484 -2.021
C 1.591 1.051 -2.757
C 1.781 1.664 -4.005
C 0.709 2.185 -4.682
C -0.572 2.097 -4.106
C -1.753 2.625 -4.706
Br -1.665 3.517 -6.373
C -2.982 2.506 -4.079
C -3.093 1.872 -2.856
Br -4.738 1.707 -1.967
C -1.962 1.321 -2.174
O -2.072 0.790 -1.048
C -0.677 1.451 -2.851
N 0.390 0.947 -2.207
H 3.683 0.703 -2.546
H 2.650 -0.597 -1.947
H 2.812 0.908 -1.019
H 2.776 1.718 -4.416
H 0.843 2.657 -5.645
H -3.861 2.917 -4.550
F -0.555 -6.080 -4.395
C -1.241 -5.990 -3.257
F -0.803 -6.952 -2.435
F -2.524 -6.239 -3.526
C -1.065 -4.636 -2.600
C -1.735 -4.351 -1.417
C -1.505 -3.122 -0.817
N -0.678 -2.211 -1.323
C -0.063 -2.483 -2.469
C -0.219 -3.681 -3.147
H -2.419 -5.057 -0.968
H -2.002 -2.872 0.109
H 0.584 -1.714 -2.869
H 0.304 -3.858 -4.074
C 0.949 1.944 2.229
N 0.054 2.073 1.056
C 0.612 3.108 0.160
N 0.770 4.369 0.845
C 1.663 4.187 1.983
N 1.100 3.210 2.906
C -0.202 3.671 3.371
N -1.090 3.839 2.229
C -1.251 2.573 1.552
C -0.535 4.824 1.313
H 1.933 1.596 1.905
H 0.526 1.206 2.917
H -0.060 3.249 -0.691
H 1.588 2.783 -0.208
H 1.801 5.139 2.495
H 2.634 3.832 1.624
H -0.089 4.620 3.895
H -0.624 2.931 4.055
H -1.937 2.693 0.710
H -1.670 1.846 2.251
H -0.430 5.783 1.821
H -1.204 4.945 0.457

Net charge: +2
Multiplicity: 5
HOMO-LUMO gap (alpha / beta) in eV: 6.8 / 4.6

Here are the Mulliken charges for atoms 1 to 6, given in e: Pt 4.526; N -0.371; C 0.267; C -0.686; C -0.712; C -0.895

***

# C34H32CoF10N10

A structure of composition C34H32CoF10N10 (wB97M-V/def2-TZVPD, the Open Molecules 2025 dataset).

Atoms and positions in Å:
Co -0.072 0.476 1.242
C 1.447 -0.259 3.610
N 1.578 -0.241 2.140
C 1.797 -1.597 1.612
C 0.441 -2.273 1.543
N -0.420 -1.383 0.768
C -1.548 -1.903 0.211
C -2.339 -2.904 0.823
F -1.964 -3.434 1.983
C -3.553 -3.292 0.303
F -4.298 -4.184 0.935
C -4.008 -2.726 -0.882
F -5.165 -3.098 -1.383
C -3.236 -1.781 -1.546
F -3.649 -1.288 -2.704
C -2.034 -1.384 -1.008
F -1.277 -0.557 -1.706
C 2.591 0.738 1.715
C 2.092 2.147 2.027
N 0.636 2.186 1.936
C -0.029 3.370 1.895
C -1.292 3.442 2.521
F -1.665 2.448 3.310
C -2.109 4.544 2.407
F -3.277 4.584 3.027
C -1.686 5.629 1.651
F -2.460 6.684 1.523
C -0.436 5.613 1.038
F -0.052 6.646 0.305
C 0.383 4.516 1.176
F 1.540 4.522 0.521
H 2.410 -0.505 4.068
H 0.714 -1.004 3.913
H 1.110 0.709 3.973
H 2.495 -2.160 2.240
H 2.202 -1.495 0.608
H 0.028 -2.429 2.544
H 0.505 -3.256 1.072
H 2.722 0.604 0.642
H 3.555 0.561 2.206
H 2.583 2.863 1.369
H 2.350 2.441 3.051
C -4.995 -1.010 2.889
C -3.714 -0.963 3.427
C -2.714 -0.266 2.773
C -2.974 0.392 1.565
C -4.269 0.359 1.036
C -5.263 -0.339 1.702
N -1.906 0.990 0.895
N -2.214 1.760 -0.133
C -1.132 2.112 -0.874
C -1.288 3.027 -1.936
C -0.190 3.386 -2.671
C 1.059 2.830 -2.359
C 1.130 1.936 -1.318
N 0.070 1.568 -0.587
H -5.780 -1.554 3.396
H -3.498 -1.465 4.360
H -1.720 -0.209 3.209
H -4.474 0.877 0.110
H -6.262 -0.362 1.286
H -2.274 3.420 -2.135
H -0.287 4.089 -3.487
H 1.948 3.090 -2.915
H 2.070 1.468 -1.054
C 1.664 -2.673 -1.822
N 2.205 -3.475 -2.912
C 1.936 -2.773 -4.171
N 2.531 -1.436 -4.182
C 1.984 -0.677 -3.064
N 2.247 -1.324 -1.763
C 3.708 -1.474 -1.636
N 4.292 -2.246 -2.725
C 3.657 -3.567 -2.740
C 3.975 -1.572 -3.988
H 1.863 -3.190 -0.878
H 0.582 -2.580 -1.952
H 0.855 -2.685 -4.307
H 2.345 -3.355 -4.998
H 0.905 -0.573 -3.190
H 2.431 0.318 -3.063
H 3.937 -1.980 -0.693
H 4.164 -0.480 -1.619
H 3.875 -4.078 -1.799
H 4.076 -4.154 -3.558
H 4.396 -2.148 -4.814
H 4.433 -0.581 -3.987

Energy relative to the best compared isomer or geometry (same formula, charge and spin) in eV: 0.000
Net charge: +1
Multiplicity: 5
HOMO-LUMO gap (alpha / beta) in eV: 6.4 / 5.2

Here are the Mulliken charges for atoms 1 to 6, given in e: Co -0.543; C -1.223; N 0.173; C 0.241; C -1.539; N 2.159

***

# C34H32CrF7N7OS

A structure of composition C34H32CrF7N7OS (wB97M-V/def2-TZVPD, the Open Molecules 2025 dataset).

Atoms and positions in Å:
Cr 0.024 0.095 -0.345
F 0.422 1.895 4.695
C 0.009 0.935 3.862
C 0.229 1.085 2.508
C -0.218 0.089 1.643
C -0.885 -1.036 2.148
C -1.061 -1.138 3.532
F -1.674 -2.205 4.062
C -0.626 -0.168 4.405
C -1.392 -1.972 1.150
C -2.088 -3.153 1.417
C -2.530 -3.938 0.374
C -2.285 -3.537 -0.932
C -1.599 -2.361 -1.129
N -1.155 -1.588 -0.129
H 0.740 1.972 2.156
H -0.781 -0.265 5.470
H -2.274 -3.439 2.438
H -3.062 -4.859 0.575
H -2.612 -4.119 -1.782
H -1.390 -2.015 -2.132
C -5.750 2.846 -2.805
C -5.288 1.483 -3.299
C -3.944 1.069 -2.723
N -4.075 0.765 -1.291
C -3.164 0.961 -0.363
S -1.642 1.703 -0.741
N -3.390 0.611 0.924
C -4.461 -0.130 1.504
O -4.210 -0.869 2.417
C -5.836 0.114 0.998
C -6.703 -0.968 0.865
C -8.003 -0.752 0.439
C -8.442 0.541 0.179
C -7.585 1.622 0.339
C -6.275 1.412 0.739
H -6.746 3.082 -3.179
H -5.071 3.634 -3.135
H -5.793 2.881 -1.714
H -5.193 1.487 -4.386
H -6.033 0.712 -3.072
H -3.213 1.866 -2.834
H -3.555 0.181 -3.226
H -4.967 0.381 -1.001
H -2.558 0.631 1.507
H -6.353 -1.965 1.103
H -8.681 -1.587 0.322
H -9.463 0.708 -0.139
H -7.940 2.628 0.157
H -5.599 2.249 0.871
C -0.495 0.203 -3.527
N 0.630 0.015 -2.546
C 1.624 1.110 -2.860
N 2.065 1.077 -4.236
C 0.912 1.224 -5.123
N -0.060 0.148 -4.903
C 0.598 -1.138 -5.148
N 1.755 -1.320 -4.273
C 1.320 -1.279 -2.895
C 2.695 -0.219 -4.502
H -0.945 1.171 -3.325
H -1.250 -0.566 -3.357
H 2.490 0.976 -2.215
H 1.153 2.069 -2.641
H 1.249 1.198 -6.159
H 0.430 2.185 -4.935
H 0.922 -1.182 -6.188
H -0.115 -1.946 -4.973
H 2.182 -1.382 -2.236
H 0.635 -2.106 -2.699
H 3.034 -0.246 -5.537
H 3.560 -0.342 -3.847
F 1.903 -3.001 0.473
C 2.524 -1.811 0.486
C 1.832 -0.659 0.188
C 2.556 0.503 0.232
F 1.794 1.633 -0.045
C 3.890 0.620 0.547
F 4.526 1.786 0.579
C 4.555 -0.568 0.828
F 5.846 -0.545 1.127
C 3.876 -1.781 0.797
F 4.540 -2.900 1.067

Net charge: +1
Multiplicity: 2
HOMO-LUMO gap (alpha / beta) in eV: 7.5 / 8.0

Here are the Mulliken charges for atoms 1 to 6, given in e: Cr 0.391; F -0.335; C -0.149; C -0.605; C 0.578; C -0.264

***

What largest force on an atom values result from the calculations? In sequence: 1.63; 0.69; 0.38 eV/Å.
What E values result from the calculations? In sequence: -199723.5017; -115469.9339; -106527.8860 eV.